1.
{"formula": "C26H33BrN3O2RuS", "method": "the ωB97M-V functional and the def2-TZVPD basis", "symbols": ["Ru", "Br", "C", "C", "C", "C", "O", "C", "C", "N", "C", "C", "C", "C", "C", "C", "C", "C", "N", "C", "C", "H", "H", "H", "H", "H", "H", "H", "H", "H", "H", "C", "C", "C", "S", "O", "C", "C", "C", "H", "H", "H", "H", "H", "H", "H", "H", "H", "H", "H", "H", "H", "H", "C", "C", "C", "C", "N", "H", "H", "H", "H", "H", "H", "H", "H", "H"], "xyz": [[-0.130, 0.547, 0.422], [7.233, 2.563, 0.380], [5.542, 1.706, 0.376], [5.488, 0.315, 0.420], [4.237, -0.283, 0.443], [3.095, 0.483, 0.396], [1.859, -0.154, 0.490], [3.113, 1.891, 0.347], [1.996, 2.766, 0.299], [0.677, 2.443, 0.302], [-0.287, 3.431, 0.313], [-0.069, 4.802, 0.293], [-1.143, 5.707, 0.339], [-2.442, 5.282, 0.387], [-2.714, 3.894, 0.384], [-4.022, 3.365, 0.390], [-4.209, 2.014, 0.395], [-3.094, 1.167, 0.403], [-1.859, 1.623, 0.380], [-1.643, 2.980, 0.360], [4.407, 2.475, 0.345], [6.389, -0.280, 0.446], [4.140, -1.361, 0.498], [2.261, 3.814, 0.273], [0.932, 5.200, 0.244], [-0.930, 6.768, 0.340], [-3.264, 5.985, 0.426], [-4.865, 4.047, 0.388], [-5.200, 1.583, 0.399], [-3.215, 0.092, 0.436], [4.488, 3.554, 0.321], [-4.150, -1.378, -2.277], [-4.150, -2.580, -1.324], [-4.400, -2.201, 0.092], [-1.244, -1.249, 1.401], [-1.259, -0.536, 2.757], [-0.470, -2.888, 1.615], [0.292, -3.011, 2.931], [1.349, -4.112, 2.852], [-4.090, -1.702, -3.318], [-3.300, -0.722, -2.074], [-5.063, -0.790, -2.156], [-3.202, -3.117, -1.410], [-4.931, -3.278, -1.658], [-3.891, -2.700, 0.904], [-5.269, -1.599, 0.340], [0.211, -3.004, 0.775], [-1.282, -3.613, 1.531], [-0.405, -3.212, 3.744], [0.765, -2.054, 3.156], [0.902, -5.072, 2.577], [1.854, -4.242, 3.811], [2.102, -3.864, 2.100], [2.103, -2.894, -1.874], [1.674, -1.459, -1.576], [0.234, -1.253, -2.085], [2.574, -0.464, -2.312], [1.645, -1.422, -0.088], [2.049, -3.077, -2.949], [1.452, -3.608, -1.364], [3.127, -3.069, -1.540], [0.209, -1.351, -3.172], [-0.132, -0.254, -1.839], [-0.443, -1.989, -1.646], [2.433, -0.617, -3.384], [3.628, -0.608, -2.086], [2.307, 0.570, -2.087]], "forces_ev_per_a": [[0.361, -0.216, 0.729], [0.006, -0.012, -0.018], [-0.009, 0.044, 0.000], [0.016, -0.020, -0.024], [0.002, -0.150, 0.073], [0.017, 0.093, 0.071], [-0.129, -0.256, -0.317], [-0.238, 0.056, -0.013], [-0.037, -0.038, -0.049], [0.024, -0.048, -0.021], [0.106, 0.009, 0.039], [-0.024, 0.051, -0.010], [0.009, -0.016, 0.009], [-0.018, 0.017, -0.013], [0.059, -0.054, -0.025], [-0.010, 0.036, 0.010], [-0.124, 0.049, -0.003], [0.017, -0.051, 0.025], [-0.231, 0.332, -0.057], [-0.022, -0.040, -0.033], [0.045, 0.001, 0.015], [-0.011, 0.021, 0.014], [0.005, 0.031, 0.011], [-0.015, 0.012, -0.004], [-0.017, 0.014, 0.027], [0.024, -0.015, -0.015], [0.013, -0.019, -0.018], [0.017, -0.025, 0.018], [0.026, -0.031, 0.014], [-0.018, -0.032, -0.010], [0.000, -0.021, -0.012], [0.032, -0.028, 0.046], [-0.004, 0.181, 0.020], [-0.181, -0.165, -0.041], [-0.286, -0.023, -0.290], [0.058, 0.149, -0.066], [0.129, 0.272, 0.152], [0.127, -0.118, -0.176], [-0.076, 0.020, 0.023], [0.002, 0.026, 0.021], [-0.040, -0.006, -0.002], [0.030, -0.016, -0.023], [0.000, -0.029, 0.015], [0.021, -0.047, -0.003], [-0.022, 0.054, -0.006], [0.097, 0.009, -0.031], [-0.032, -0.080, -0.067], [0.041, -0.050, 0.064], [-0.020, 0.077, 0.028], [0.006, 0.021, 0.037], [0.024, 0.028, 0.015], [0.001, 0.001, -0.038], [-0.019, -0.025, 0.015], [0.069, -0.053, 0.043], [-0.054, 0.227, -0.072], [0.076, -0.287, 0.101], [0.001, 0.004, 0.103], [0.253, -0.117, -0.220], [0.006, -0.020, 0.016], [0.013, 0.031, -0.029], [-0.029, 0.016, -0.036], [0.003, -0.024, 0.017], [-0.072, 0.200, -0.047], [-0.016, 0.038, -0.001], [-0.006, 0.007, 0.018], [0.028, -0.001, 0.006], [-0.003, 0.007, -0.004]], "nbo_charge": [0.774, 0.052, -0.086, -0.265, -0.255, 0.330, -0.434, -0.159, 0.012, -0.605, 0.137, -0.270, -0.170, -0.243, -0.092, -0.109, -0.265, 0.074, -0.440, 0.213, -0.207, 0.231, 0.235, 0.179, 0.212, 0.216, 0.215, 0.218, 0.228, 0.230, 0.224, -0.597, -0.485, -0.291, 0.789, -0.963, -0.588, -0.408, -0.601, 0.209, 0.201, 0.202, 0.202, 0.212, 0.181, 0.161, 0.241, 0.211, 0.211, 0.225, 0.197, 0.211, 0.202, -0.603, 0.017, -0.599, -0.633, -0.043, 0.216, 0.219, 0.216, 0.223, 0.197, 0.219, 0.220, 0.226, 0.222], "e_above_lowest_kj_mol": 431.4, "spin_multiplicity": 6, "e_homo_ev": [-5.8, -7.2], "lumo_energy_ev": [-0.1, -1.0], "molar_mass_da": 632.61, "s_squared": 8.812, "e_tot_ev": -119515.848}


2.
{"formula": "C32H37BN6O3", "method": "the ωB97M-V functional and the def2-TZVPD basis", "symbols": ["C", "N", "C", "B", "O", "C", "C", "C", "C", "C", "C", "C", "O", "C", "C", "C", "O", "H", "H", "H", "H", "H", "H", "H", "H", "H", "H", "H", "H", "C", "C", "C", "N", "C", "H", "H", "H", "H", "H", "C", "C", "C", "N", "C", "H", "H", "H", "H", "H", "C", "C", "C", "N", "C", "H", "H", "H", "H", "H", "C", "C", "C", "N", "C", "H", "H", "H", "H", "H", "C", "C", "C", "N", "C", "H", "H", "H", "H", "H"], "xyz": [[-1.320, 3.791, 0.271], [-2.455, 3.307, -0.655], [-1.769, 3.143, -2.012], [-2.976, 1.948, -0.225], [-4.335, 1.458, -0.652], [-1.956, 1.014, 0.722], [-0.776, 0.067, 0.056], [0.241, -0.806, 1.024], [0.002, -0.680, 2.644], [-1.200, 0.246, 3.347], [-2.209, 1.105, 2.373], [-1.298, 0.232, 5.016], [-2.453, 0.207, 5.689], [0.189, 0.197, 5.781], [1.271, -0.654, 5.141], [1.011, -1.481, 3.711], [1.540, -2.678, 3.430], [-0.293, 3.260, 0.011], [-1.592, 3.695, 1.410], [-1.153, 4.939, 0.030], [-0.873, 3.913, -2.011], [-2.565, 3.393, -2.836], [-1.314, 2.064, -2.084], [-4.927, 2.281, -0.691], [-0.702, 0.051, -1.131], [1.110, -1.485, 0.575], [-3.058, 1.792, 2.834], [0.399, 0.798, 6.788], [2.333, -0.687, 5.655], [5.338, -1.101, 9.476], [5.416, -1.580, 8.147], [4.247, -2.260, 7.887], [3.469, -2.212, 9.014], [4.124, -1.503, 9.987], [6.087, -0.525, 10.004], [6.236, -1.443, 7.454], [3.904, -2.774, 6.999], [2.555, -2.634, 9.113], [3.672, -1.346, 10.957], [-5.233, 4.834, 2.526], [-5.744, 5.600, 3.601], [-4.814, 6.573, 3.890], [-3.758, 6.418, 3.030], [-4.007, 5.364, 2.191], [-5.709, 3.988, 2.046], [-6.689, 5.457, 4.108], [-4.813, 7.359, 4.633], [-2.925, 6.993, 3.017], [-3.291, 5.080, 1.431], [1.713, -1.861, -4.597], [1.172, -2.947, -3.869], [-0.180, -2.721, -3.736], [-0.473, -1.533, -4.354], [0.674, -1.004, -4.887], [2.747, -1.719, -4.880], [1.711, -3.803, -3.483], [-0.956, -3.300, -3.254], [-1.392, -1.113, -4.410], [0.653, -0.065, -5.424], [0.589, -7.404, -5.249], [-0.197, -6.317, -4.797], [-0.800, -6.707, -3.623], [-0.410, -7.993, -3.353], [0.442, -8.424, -4.336], [1.198, -7.439, -6.143], [-0.309, -5.353, -5.277], [-1.473, -6.182, -2.959], [-0.704, -8.538, -2.552], [0.868, -9.418, -4.303], [2.126, 2.336, -8.701], [3.315, 2.928, -8.212], [3.795, 2.117, -7.208], [2.934, 1.059, -7.070], [1.917, 1.181, -7.980], [1.492, 2.710, -9.493], [3.772, 3.847, -8.556], [4.671, 2.203, -6.580], [3.035, 0.306, -6.402], [1.132, 0.439, -8.036]], "forces_ev_per_a": [[0.446, 0.979, 0.086], [1.651, -1.346, 0.945], [-0.163, 0.484, -0.163], [-1.175, -0.428, -0.483], [2.536, 2.964, 1.481], [1.748, -2.531, 2.351], [-0.640, 0.407, 4.022], [-3.224, 2.484, 1.765], [-1.106, 1.102, -1.267], [0.252, 0.007, -3.299], [3.486, -2.750, -1.100], [-3.443, -0.240, 2.091], [7.182, 0.397, -4.265], [2.291, -2.649, -2.712], [-3.037, 2.268, 1.213], [1.074, -3.446, -1.148], [-3.023, 7.536, 1.827], [-2.107, 0.837, 0.852], [0.629, 0.029, -2.358], [-0.391, -2.248, 0.521], [-1.963, -1.585, -0.426], [1.850, -0.730, 1.341], [-0.750, 1.975, -0.338], [1.308, -1.646, -0.304], [-0.009, -0.118, 2.934], [-2.182, 1.666, 1.216], [1.995, -1.670, -1.089], [-0.724, -1.574, -2.448], [-2.374, -0.211, -1.218], [-0.223, 0.048, 0.340], [-0.169, -0.165, -0.308], [0.035, -0.014, -0.106], [-0.025, 0.061, -0.003], [0.062, 0.019, 0.066], [-0.144, -0.101, -0.077], [-0.153, -0.040, 0.109], [0.097, 0.055, 0.136], [0.362, 0.162, -0.047], [0.115, -0.021, -0.158], [0.312, -0.058, -0.254], [0.028, 0.320, 0.283], [-0.077, -0.028, 0.065], [-0.033, 0.000, -0.012], [0.069, -0.098, -0.060], [0.071, 0.135, 0.065], [0.176, 0.041, -0.080], [-0.034, -0.161, -0.119], [-0.345, -0.226, -0.006], [-0.228, 0.071, 0.087], [-0.131, 0.371, -0.187], [-0.277, -0.208, 0.208], [0.082, -0.063, 0.088], [0.000, 0.038, -0.019], [0.057, 0.105, -0.026], [-0.138, -0.054, 0.055], [-0.139, 0.118, -0.090], [0.169, 0.071, -0.074], [0.346, -0.183, -0.018], [0.010, -0.116, 0.088], [0.134, -0.382, 0.080], [-0.263, 0.168, 0.245], [-0.033, 0.088, -0.055], [0.037, -0.009, 0.032], [0.025, -0.030, -0.078], [-0.100, -0.009, 0.162], [0.034, -0.157, 0.113], [0.105, -0.079, -0.132], [0.133, 0.228, -0.321], [-0.065, 0.181, -0.037], [-0.262, -0.300, 0.023], [0.314, -0.014, 0.253], [0.029, 0.085, 0.010], [0.025, 0.007, -0.014], [-0.106, 0.037, -0.032], [0.103, -0.086, 0.136], [-0.063, -0.169, 0.070], [-0.153, 0.015, -0.126], [-0.033, 0.257, -0.275], [0.130, 0.125, -0.026]], "lowdin_charge": [-0.151, -0.153, -0.094, -0.443, 0.027, -0.030, 0.000, 0.019, -0.031, -0.013, 0.055, -0.213, -0.034, 0.013, 0.011, -0.213, -0.044, 0.108, 0.086, 0.106, 0.105, 0.110, 0.085, 0.116, 0.091, 0.115, 0.121, 0.128, 0.110, -0.118, -0.118, -0.153, -0.002, -0.145, 0.091, 0.091, 0.104, 0.148, 0.105, -0.113, -0.113, -0.140, 0.003, -0.141, 0.089, 0.093, 0.106, 0.149, 0.075, -0.115, -0.113, -0.146, 0.002, -0.149, 0.085, 0.097, 0.106, 0.148, 0.093, -0.113, -0.122, -0.146, -0.004, -0.144, 0.091, 0.084, 0.102, 0.148, 0.105, -0.116, -0.117, -0.141, 0.001, -0.151, 0.091, 0.091, 0.105, 0.128, 0.102], "e_homo_ev": -8.3, "lumo_energy_ev": -1.6, "smiles": "CN(C)B(O)c1ccc2c(c1)C(=O)C=CC2=O.c1cc[nH]c1.c1cc[nH]c1.c1cc[nH]c1.c1cc[nH]c1.c1cc[nH]c1", "molar_mass_da": 564.50, "e_tot_ev": -49530.010}